(1)
{"formula": "C4H9N3O", "method": "wB97M-V/def2-TZVPD", "species": ["C", "N", "C", "N", "C", "N", "C", "O", "H", "H", "H", "H", "H", "H", "H", "H", "H"], "xyz": [[-1.50090, 1.23454, -1.39809], [-0.69966, 0.87805, -0.25764], [0.32070, 0.11623, -0.33054], [0.78821, -0.56659, -1.42189], [0.91079, -0.24558, 1.01578], [1.13123, -1.65508, 1.25711], [-0.21319, 0.32315, 1.94284], [-1.00552, -0.39378, 2.50729], [-0.89971, 1.41334, -2.30414], [-2.22978, 0.44874, -1.61061], [-2.03847, 2.15141, -1.14840], [1.72402, -0.91816, -1.37899], [0.43768, -0.29657, -2.32484], [1.83425, 0.31976, 1.17652], [0.31997, -2.02913, 1.74579], [1.25026, -2.18039, 0.38399], [-0.12987, 1.40008, 2.14582]], "forces_ev_per_angstrom": [[0.34, 0.12, -0.17], [0.30, -0.05, -0.05], [-0.75, -0.38, 0.09], [-0.23, 0.34, -0.12], [-0.60, 0.42, 0.19], [0.01, -0.38, -0.38], [0.67, -0.59, 0.81], [0.45, 0.33, -0.38], [-0.17, 0.04, 0.01], [-0.03, 0.01, -0.05], [-0.02, -0.11, -0.21], [0.24, -0.03, -0.18], [0.14, -0.06, -0.09], [0.02, 0.07, 0.10], [0.04, 0.02, -0.11], [-0.19, 0.28, 0.59], [-0.22, -0.03, -0.04]], "nbo_charge": [-0.44, -0.50, 0.45, -0.83, -0.21, -0.83, 0.48, -0.56, 0.16, 0.20, 0.21, 0.39, 0.40, 0.19, 0.39, 0.36, 0.13], "charge": 0, "multiplicity": 1, "e_lumo_ev": 0.679, "relative_energy_ev": 1.520, "homo_ev": -9.180, "gap_ev": 9.86, "smiles": "C/N=C(\\N)[C@H](N)C=O"}

(2)
{"formula": "CH3NO3P", "method": "wB97M-V/def2-TZVPD", "species": ["N", "P", "O", "O", "C", "O", "H", "H", "H"], "xyz": [[0.49373, 0.72621, -1.62899], [0.41248, 0.37227, 0.45687], [0.49818, 1.48852, 1.44693], [1.63863, -0.64727, 0.61780], [-1.15777, -0.43371, 0.50638], [-1.25170, -1.61091, 0.25145], [-0.48063, 0.80482, -1.85997], [1.95536, -0.82529, -0.31651], [-2.10827, 0.12535, 0.52604]], "forces_ev_per_angstrom": [[1.14, -1.14, 5.07], [1.34, 3.78, -4.85], [-0.15, -0.65, -0.10], [0.37, -0.65, -1.32], [-0.97, -1.43, -0.54], [-0.20, -0.96, 0.23], [-1.03, 0.08, -0.03], [-0.69, 0.24, 1.25], [0.20, 0.72, 0.29]], "nbo_charge": [-1.29, 2.01, -1.13, -1.01, 0.03, -0.54, 0.28, 0.53, 0.12], "charge": -1, "multiplicity": 1, "e_lumo_ev": 4.020, "relative_energy_ev": 3.537, "homo_ev": -3.029, "gap_ev": 7.05, "smiles": "N=[P@]([O-])(O)C=O"}

(3)
{"formula": "C4H16N2O2", "method": "wB97M-V/def2-TZVPD", "species": ["C", "C", "C", "N", "C", "N", "H", "H", "H", "H", "H", "H", "H", "H", "H", "H", "H", "H", "O", "H", "H", "O", "H", "H"], "xyz": [[-1.62918, 1.15971, 0.32472], [-0.21410, 0.84626, -0.01468], [0.31725, -0.38508, 0.76510], [1.12665, 0.08802, 1.89220], [1.16338, -1.25741, -0.20816], [0.30882, -1.93710, -1.19540], [-2.35113, 0.58212, -0.24904], [-1.96199, 1.09427, 1.36986], [-1.85191, 2.21894, 0.13218], [0.50597, 1.76200, 0.06443], [-0.03880, 0.63443, -1.06386], [-0.60569, -0.82752, 1.16247], [0.79973, 0.04602, 2.83268], [2.06938, -0.21298, 1.75716], [1.94321, -0.54505, -0.56624], [1.69700, -2.06273, 0.30691], [-0.32639, -2.61989, -0.82833], [-0.13251, -1.37455, -1.91331], [-2.55107, -1.82293, -0.94801], [-3.13651, -2.58327, -1.07706], [-2.86892, -1.52845, -0.08466], [1.96369, 3.01651, -0.40970], [1.51060, 3.72000, 0.07257], [1.55009, 3.03070, -1.28122]], "forces_ev_per_angstrom": [[-1.43, 1.45, -0.07], [2.24, 0.90, 0.04], [0.07, 1.30, 0.42], [0.31, 0.12, -0.93], [-1.38, -0.20, 0.71], [1.67, 0.53, -0.86], [0.01, -0.08, -0.15], [0.71, -0.44, 0.09], [-0.05, -0.15, -0.37], [-1.48, -1.98, 0.74], [-0.81, -0.16, -0.57], [0.41, -0.83, -0.22], [-0.21, -0.44, 0.22], [0.50, -0.05, 0.59], [-0.58, -0.72, -0.58], [-0.03, 0.22, 0.27], [-0.09, 0.25, 0.32], [0.04, -0.01, 0.53], [-0.86, -0.51, 0.39], [0.20, 0.04, -0.40], [0.32, 0.34, -0.01], [0.15, 0.52, -0.21], [0.15, -0.09, 0.01], [0.12, 0.00, 0.03]], "nbo_charge": [-0.62, -0.45, -0.05, -0.88, -0.23, -0.86, 0.20, 0.20, 0.21, 0.25, 0.19, 0.17, 0.37, 0.36, 0.19, 0.19, 0.37, 0.37, -0.93, 0.47, 0.47, -0.92, 0.47, 0.47], "charge": 0, "multiplicity": 1, "e_lumo_ev": 0.655, "relative_energy_ev": 1.430, "homo_ev": -7.997, "gap_ev": 8.65, "smiles": "CC[C@H](N)CN.O.O"}

(4)
{"formula": "C38H33N4O5PPdS", "method": "wB97M-V/def2-TZVPD", "species": ["Pd", "N", "C", "C", "C", "C", "C", "C", "N", "C", "C", "C", "S", "C", "N", "H", "H", "H", "H", "H", "H", "H", "C", "C", "C", "C", "C", "C", "P", "C", "C", "C", "C", "C", "C", "C", "C", "C", "C", "C", "C", "H", "H", "H", "H", "H", "H", "H", "H", "H", "H", "H", "H", "H", "H", "H", "C", "C", "C", "O", "H", "H", "H", "H", "H", "H", "H", "O", "C", "O", "C", "C", "C", "C", "C", "C", "N", "O", "O", "H", "H", "H", "H"], "xyz": [[-1.83550, 0.25463, 0.00342], [0.09651, 4.69341, 0.49746], [1.35871, 4.83069, -0.04216], [2.53026, 5.40800, 0.43728], [3.63870, 5.33507, -0.38392], [3.58060, 4.71293, -1.64228], [2.41340, 4.14502, -2.10993], [1.28656, 4.19819, -1.28953], [0.02391, 3.65685, -1.48295], [-0.62659, 3.94628, -0.39593], [-2.03048, 3.61972, -0.12423], [-2.91088, 4.53626, 0.35184], [-4.48992, 3.88995, 0.34491], [-3.87878, 2.43050, -0.27204], [-2.58631, 2.39651, -0.46042], [-0.15184, 4.81684, 1.46393], [2.57729, 5.88722, 1.40660], [4.57471, 5.76538, -0.05221], [4.47530, 4.67584, -2.25052], [2.36533, 3.65271, -3.07229], [-2.71145, 5.55845, 0.62525], [-4.51014, 1.57299, -0.42365], [-3.32706, -5.25519, 1.81467], [-2.58457, -4.46957, 2.68354], [-1.79732, -3.43875, 2.19181], [-1.75190, -3.18256, 0.82346], [-2.49384, -3.98267, -0.04554], [-3.27596, -5.01387, 0.44886], [-0.84618, -1.74531, 0.18091], [-0.25072, -2.31550, -1.43528], [-0.32522, -1.48380, -2.54964], [0.14139, -1.92823, -3.77980], [0.68541, -3.19735, -3.90379], [0.75968, -4.03281, -2.79680], [0.29048, -3.59583, -1.56861], [0.61156, -1.59069, 1.25088], [0.46049, -0.91132, 2.45936], [1.54464, -0.74573, 3.30684], [2.79061, -1.23697, 2.94435], [2.95158, -1.89496, 1.73394], [1.86659, -2.07351, 0.88823], [-3.94125, -6.05830, 2.20068], [-2.61519, -4.65889, 3.74849], [-1.21884, -2.83619, 2.87837], [-2.46841, -3.79539, -1.11081], [-3.85010, -5.62618, -0.23433], [-0.73511, -0.48766, -2.45330], [0.07821, -1.27633, -4.64113], [1.04945, -3.53963, -4.86387], [1.17956, -5.02578, -2.89033], [0.33875, -4.25570, -0.71071], [-0.49604, -0.47166, 2.71549], [1.41950, -0.20568, 4.23596], [3.64184, -1.09048, 3.59670], [3.92692, -2.25850, 1.43720], [2.01054, -2.56794, -0.06263], [-4.63205, -1.69291, -0.89385], [-4.39716, -1.25750, 0.54995], [-5.71729, -1.02101, 1.27184], [-3.66549, -0.06544, 0.60920], [-5.17042, -2.64227, -0.94776], [-3.67725, -1.80449, -1.41572], [-5.21650, -0.93610, -1.42497], [-3.88026, -2.06593, 1.07391], [-6.27500, -0.21906, 0.78071], [-5.53108, -0.72442, 2.30422], [-6.33383, -1.92222, 1.26998], [0.05687, 0.68323, -0.55049], [0.76671, 1.31407, 0.32623], [0.32408, 1.84575, 1.33695], [2.24496, 1.30642, 0.04436], [3.10050, 1.89841, 0.96135], [4.46750, 1.89392, 0.74558], [4.94725, 1.28292, -0.39833], [4.11667, 0.68049, -1.32904], [2.75300, 0.69405, -1.09653], [6.40015, 1.28249, -0.64190], [7.11221, 1.82541, 0.17910], [6.80545, 0.73343, -1.64683], [2.67526, 2.36703, 1.83869], [5.15660, 2.35561, 1.43663], [4.54167, 0.21856, -2.20775], [2.06865, 0.23499, -1.79731]], "forces_ev_per_angstrom": [[0.08, 0.20, -0.20], [0.00, 0.08, 0.00], [0.00, 0.00, 0.04], [-0.01, 0.03, -0.03], [-0.02, 0.00, 0.00], [0.02, 0.00, 0.02], [-0.03, -0.03, 0.01], [0.06, -0.05, 0.01], [-0.05, 0.00, -0.05], [0.02, -0.05, 0.09], [0.13, -0.03, -0.24], [-0.03, 0.05, -0.05], [-0.02, -0.02, -0.04], [0.01, 0.23, -0.12], [-0.31, -0.07, 0.52], [0.03, -0.07, -0.01], [0.00, 0.00, 0.01], [0.00, 0.00, 0.01], [0.00, 0.00, 0.00], [0.00, 0.00, 0.00], [0.03, 0.00, -0.01], [0.02, -0.10, 0.06], [-0.01, -0.01, -0.01], [0.02, 0.02, 0.01], [-0.03, -0.03, -0.02], [0.04, -0.08, -0.01], [0.03, -0.03, 0.05], [0.01, 0.01, 0.00], [-0.12, 0.03, -0.03], [0.03, -0.01, -0.01], [0.00, -0.04, -0.01], [0.00, 0.01, 0.01], [0.00, 0.00, 0.00], [0.00, 0.00, 0.02], [-0.01, 0.01, -0.05], [0.02, -0.03, 0.04], [0.03, -0.02, 0.00], [0.01, 0.00, -0.01], [0.00, 0.00, 0.01], [-0.02, -0.01, -0.01], [0.01, 0.00, 0.05], [0.00, 0.00, 0.00], [0.00, 0.00, 0.00], [0.00, 0.01, 0.01], [0.01, -0.02, 0.00], [0.00, 0.00, 0.00], [0.00, 0.00, 0.01], [0.00, 0.00, 0.00], [0.00, 0.00, 0.00], [0.00, 0.00, 0.00], [-0.01, -0.01, 0.00], [-0.01, 0.00, 0.00], [0.00, 0.00, 0.00], [0.00, 0.00, 0.01], [0.00, 0.00, 0.00], [0.01, 0.02, 0.01], [0.00, 0.02, 0.00], [-0.04, 0.06, -0.15], [0.00, 0.04, 0.00], [-0.08, -0.15, 0.08], [0.01, -0.01, 0.00], [-0.04, 0.02, -0.01], [0.02, 0.01, 0.02], [0.02, -0.05, 0.08], [-0.01, -0.01, 0.00], [0.00, 0.00, 0.00], [0.00, 0.00, 0.00], [0.33, 0.07, -0.04], [-0.19, -0.17, -0.08], [0.01, 0.13, 0.09], [-0.02, 0.03, -0.05], [0.03, 0.06, 0.03], [0.01, 0.00, -0.01], [-0.04, 0.00, -0.02], [0.01, 0.00, 0.02], [0.01, 0.00, -0.03], [0.01, -0.05, 0.03], [0.02, 0.03, 0.02], [0.01, 0.00, -0.05], [0.00, -0.01, -0.01], [0.00, 0.00, 0.00], [0.00, 0.01, 0.01], [0.00, 0.01, 0.01]], "lowdin_charge": [0.87, 0.17, -0.20, -0.03, -0.10, -0.09, -0.02, -0.23, 0.20, -0.31, -0.30, -0.34, 1.07, -0.46, 0.00, 0.16, 0.11, 0.10, 0.10, 0.11, 0.08, 0.07, -0.08, -0.07, -0.07, -0.35, -0.11, -0.07, 1.05, -0.35, -0.09, -0.07, -0.08, -0.07, -0.11, -0.34, -0.12, -0.06, -0.08, -0.07, -0.07, 0.10, 0.11, 0.10, 0.11, 0.11, 0.09, 0.11, 0.10, 0.11, 0.12, 0.11, 0.11, 0.11, 0.11, 0.10, -0.07, -0.58, -0.06, -0.40, 0.08, 0.05, 0.08, 0.10, 0.07, 0.08, 0.08, -0.23, -0.62, 0.03, -0.12, 0.00, 0.01, -0.15, 0.02, 0.00, -0.35, 0.07, 0.07, 0.13, 0.12, 0.12, 0.12], "charge": 0, "multiplicity": 1, "e_lumo_ev": -0.270, "relative_energy_ev": 0.000, "homo_ev": -8.277, "gap_ev": 8.01}

(5)
{"formula": "C5H8O2", "method": "wB97M-V/def2-TZVPD", "species": ["C", "C", "C", "O", "C", "O", "C", "H", "H", "H", "H", "H", "H", "H", "H"], "xyz": [[-1.39361, 1.01341, -0.66867], [-0.72807, -0.10697, 0.11528], [0.56108, 0.35419, 0.85398], [1.29969, 1.33656, 0.18204], [1.13912, -1.06062, 0.60116], [1.37011, -1.06661, -0.81064], [0.04749, -1.37000, -0.33366], [-2.40677, 0.77040, -1.00838], [-0.78457, 1.34373, -1.51260], [-1.45153, 1.84965, 0.04495], [-1.44692, -0.47653, 0.86232], [0.38486, 0.72542, 1.86314], [1.65192, 0.86007, -0.59640], [1.74531, -1.68429, 1.25458], [-0.33549, -2.33786, -0.64614]], "forces_ev_per_angstrom": [[0.05, -0.21, -0.15], [-0.10, 0.22, 0.03], [0.02, -0.16, 0.17], [0.25, -0.15, -0.25], [0.01, 0.01, 0.40], [-0.13, 0.14, 0.02], [-0.35, -0.10, 0.06], [0.24, -0.01, 0.00], [-0.13, -0.02, 0.05], [-0.12, -0.09, -0.37], [0.26, 0.04, -0.01], [0.16, -0.35, 0.08], [-0.10, 0.44, 0.21], [-0.05, 0.05, -0.34], [-0.01, 0.20, 0.10]], "nbo_charge": [-0.62, -0.25, 0.08, -0.71, 0.02, -0.50, 0.05, 0.21, 0.22, 0.22, 0.21, 0.19, 0.48, 0.21, 0.20], "charge": 0, "multiplicity": 1, "e_lumo_ev": 0.999, "relative_energy_ev": 2.588, "homo_ev": -9.739, "gap_ev": 10.74, "smiles": "C[C@@H]1[C@H](O)[C@@H]2O[C@H]12"}

(6)
{"formula": "C4H4CrLiO5", "method": "wB97M-V/def2-TZVPD", "species": ["O", "C", "O", "Li", "Cr", "C", "C", "H", "H", "O", "C", "O", "O", "H", "H"], "xyz": [[3.08801, 1.65824, -0.87280], [3.44494, 1.03018, 0.12397], [2.75053, 0.16732, 0.71154], [1.93018, -0.32613, 2.32098], [1.20437, 0.73564, -0.70960], [-0.56637, -0.49026, -1.78484], [-1.40319, 0.41247, -1.26751], [0.05629, -1.29685, -2.18315], [-1.63794, 1.37704, -1.72389], [-2.21688, -0.44538, 1.99523], [-1.44461, -0.16964, 1.01121], [-0.30142, -0.67549, 0.84603], [-2.05795, 0.33929, -0.01466], [-1.73354, -0.73683, 2.78422], [-1.11243, -1.57960, -1.23672]], "forces_ev_per_angstrom": [[-0.89, -0.52, 0.27], [0.94, 0.83, -0.71], [-1.50, -0.36, 0.26], [0.13, -0.33, 0.10], [0.70, -0.37, 0.41], [-3.22, -4.78, 2.50], [0.97, 1.64, -0.60], [0.35, 1.28, -1.56], [0.16, 0.05, 0.31], [-0.49, 1.17, 0.59], [1.65, -3.75, -1.35], [0.81, 2.05, 1.61], [-1.19, 0.71, -1.50], [-0.08, -0.22, -0.05], [1.67, 2.59, -0.28]], "nbo_charge": [-0.64, 0.86, -0.87, 0.98, 1.52, -0.71, 0.13, 0.38, 0.26, -0.56, 1.02, -0.78, -0.45, 0.53, 0.32], "charge": 2, "multiplicity": 6, "e_lumo_ev": [-10.283, -9.601], "relative_energy_ev": 3.922, "homo_ev": [-17.726, -18.379], "gap_ev": [7.44, 8.78]}